DFT (ωB97M-V/def2-TZVPD) results for a molecular structure, C32H56N4O3OsPS in a non-equilibrium geometry.

Its spin multiplicity is 5. As for the HOMO-LUMO gap (spin up / spin down): 5.75 / 4.66 eV. As for the HOMO energy (spin up / spin down): -0.575 / -0.611 hartree. The net charge is +3.

The geometry in XYZ format:
```
98
C32H56N4O3OsPS | the OMol25 dataset | ωB97M-V/def2-TZVPD
Os 9.966 12.634 10.392
C 12.935 15.195 8.451
C 13.021 14.020 7.431
C 11.675 13.933 6.658
C 13.244 12.599 7.846
C 13.980 11.811 6.952
C 14.238 10.494 7.141
C 13.908 9.967 8.366
C 13.136 10.682 9.300
C 12.805 9.940 10.554
C 13.793 10.000 11.700
C 12.617 8.428 10.245
C 12.757 11.993 9.054
N 12.018 12.730 10.110
C 12.604 12.992 11.287
C 11.881 12.898 12.472
C 12.210 13.040 13.877
C 11.069 12.615 14.548
C 10.073 12.240 13.634
N 10.514 12.575 12.376
C 8.752 11.585 13.939
C 7.597 11.743 12.890
C 8.935 10.031 14.153
C 8.260 12.205 15.240
H 11.952 15.704 8.380
H 13.674 15.944 8.205
H 13.164 14.843 9.479
H 13.796 14.338 6.735
H 11.851 13.237 5.816
H 11.489 14.988 6.368
H 10.862 13.626 7.328
H 14.245 12.357 6.033
H 14.650 9.880 6.326
H 14.299 9.011 8.674
H 11.884 10.341 10.954
H 14.783 9.702 11.401
H 13.487 9.420 12.571
H 13.970 10.975 12.133
H 13.599 7.902 10.111
H 12.017 8.259 9.329
H 12.109 7.978 11.113
H 13.673 13.178 11.381
H 13.130 13.380 14.346
H 10.939 12.493 15.623
H 7.655 11.102 12.016
H 7.521 12.743 12.462
H 6.631 11.515 13.379
H 9.345 9.597 13.242
H 7.931 9.588 14.307
H 9.537 9.848 15.028
H 8.139 13.307 15.080
H 9.053 12.065 15.968
H 7.314 11.750 15.489
C 7.307 7.851 10.690
C 8.615 8.097 9.908
N 8.796 9.491 9.578
C 8.109 10.307 8.784
S 8.216 12.025 8.996
N 7.318 9.828 7.818
C 7.703 8.845 6.766
C 9.038 9.054 6.070
H 6.638 7.211 10.097
H 6.880 8.809 10.987
H 7.607 7.310 11.599
H 8.640 7.579 8.978
H 9.462 7.759 10.497
H 9.412 10.018 10.200
H 6.624 10.559 7.546
H 6.944 8.996 5.994
H 7.500 7.846 7.178
H 9.357 10.132 6.115
H 8.945 8.783 4.999
H 9.843 8.436 6.535
C 10.227 17.711 12.341
C 10.652 16.285 12.081
O 10.280 15.932 10.708
P 9.180 14.790 10.363
O 7.772 15.043 11.151
C 7.585 15.556 12.530
C 6.662 16.767 12.467
O 8.696 15.270 8.875
C 8.255 16.651 8.479
C 8.514 16.733 6.975
H 10.778 18.060 13.256
H 9.194 17.805 12.501
H 10.408 18.436 11.529
H 10.260 15.530 12.801
H 11.745 16.223 12.137
H 8.508 15.755 13.026
H 7.140 14.717 13.094
H 7.121 17.670 12.107
H 6.312 16.981 13.496
H 5.836 16.566 11.799
H 8.794 17.416 9.050
H 7.172 16.728 8.766
H 9.432 17.245 6.727
H 7.671 17.260 6.523
H 8.434 15.733 6.526
```

DFT (ωB97M-V/def2-TZVPD) results for 9 unconnected molecules or ions with the total composition C32H56O27 in a non-equilibrium geometry.

Its SMILES is CCOC(=O)OC.CCOC(=O)OC.CCOC(=O)OC.CCOC(=O)OC.CCOC(=O)OC.O=C1OCCO1.O=C1OCCO1.O=C1OCCO1.O=C1OCCO1. Its spin multiplicity is 1. As for the HOMO-LUMO gap: 10.91 eV. As for the HOMO energy: -0.384 hartree. The calculation puts the energy above the lowest of the compared OMol25 structures with the same formula, charge and spin at 187.9 kJ/mol.

The geometry in XYZ format:
```
115
C32H56O27 | the OMol25 dataset | ωB97M-V/def2-TZVPD
C 1.879 -3.242 1.887
C 2.319 -1.834 1.993
O 1.528 -1.259 2.978
C 2.005 -0.128 3.486
O 2.973 0.413 3.088
O 1.127 0.326 4.443
C 1.635 1.546 4.970
H 2.698 -3.933 1.565
H 1.092 -3.444 1.161
H 1.588 -3.565 2.886
H 2.253 -1.220 1.101
H 3.350 -1.797 2.372
H 2.502 1.340 5.578
H 0.848 1.982 5.572
H 1.849 2.310 4.175
C -1.592 3.576 3.170
C -2.329 2.379 3.747
O -1.565 2.034 4.962
C -1.997 1.030 5.800
O -1.401 0.816 6.808
O -3.158 0.449 5.415
C -3.889 -0.164 6.448
H -0.582 3.248 3.008
H -1.467 4.359 3.897
H -2.115 3.996 2.290
H -2.436 1.592 3.071
H -3.356 2.642 3.974
H -4.255 0.613 7.151
H -3.393 -0.943 6.957
H -4.811 -0.543 5.936
C -6.694 -0.419 1.268
C -5.302 0.109 1.172
O -4.928 0.454 -0.209
C -3.936 1.222 -0.358
O -3.301 1.715 0.541
O -3.635 1.374 -1.657
C -2.440 2.206 -2.007
H -7.040 -0.636 2.285
H -6.753 -1.407 0.764
H -7.409 0.230 0.741
H -4.527 -0.508 1.606
H -5.168 1.080 1.696
H -1.675 1.515 -1.784
H -2.572 3.079 -1.372
H -2.629 2.461 -3.063
C -2.870 -2.777 2.554
C -1.867 -2.371 1.537
O -1.594 -1.017 1.715
C -0.688 -0.495 0.883
O -0.053 -1.176 0.106
O -0.635 0.847 1.089
C 0.247 1.550 0.224
H -2.605 -2.559 3.603
H -3.104 -3.806 2.497
H -3.789 -2.233 2.304
H -2.226 -2.429 0.483
H -0.901 -2.932 1.494
H -0.110 2.562 0.166
H 0.294 1.076 -0.744
H 1.301 1.487 0.714
C 4.767 0.774 -0.381
C 3.804 0.086 -1.331
O 4.507 -0.675 -2.264
C 5.207 -1.681 -1.734
O 5.151 -2.047 -0.583
O 5.926 -2.273 -2.719
C 6.517 -3.505 -2.489
H 5.460 0.100 0.122
H 4.171 1.431 0.290
H 5.495 1.396 -0.935
H 3.333 0.816 -1.953
H 2.941 -0.411 -0.905
H 7.056 -3.418 -1.550
H 7.204 -3.624 -3.342
H 5.800 -4.316 -2.305
O -2.325 0.085 -5.139
C -2.872 -0.607 -4.367
O -2.258 -1.503 -3.603
C -3.132 -1.869 -2.548
C -4.485 -1.503 -3.011
O -4.179 -0.534 -4.073
H -2.978 -2.965 -2.381
H -2.849 -1.352 -1.626
H -5.049 -0.968 -2.291
H -5.112 -2.274 -3.458
O -0.758 -4.842 -1.019
C -0.069 -4.025 -1.529
O -0.509 -3.157 -2.515
C 0.583 -2.382 -3.045
C 1.673 -2.605 -2.074
O 1.243 -3.777 -1.318
H 0.823 -2.840 -3.957
H 0.316 -1.340 -3.118
H 1.681 -1.911 -1.284
H 2.606 -2.790 -2.587
O 4.140 3.017 -2.846
C 4.050 3.454 -1.722
O 2.909 3.420 -1.039
C 3.218 3.853 0.338
C 4.699 4.062 0.410
O 5.151 3.908 -0.972
H 2.614 4.696 0.585
H 2.838 2.988 0.911
H 5.144 3.196 0.881
H 5.054 5.030 0.749
O 1.351 1.172 -3.283
C 0.974 1.207 -4.402
O 1.330 0.282 -5.281
C 0.592 0.515 -6.508
C 0.244 1.960 -6.397
O 0.241 2.117 -4.975
H 1.176 0.274 -7.411
H -0.287 -0.153 -6.568
H -0.782 2.177 -6.698
H 0.967 2.552 -6.889
```

DFT (ωB97M-V/def2-TZVPD) results for a molecular structure, C32H57BrGeN4ORuS2Si in a non-equilibrium geometry.

Its spin multiplicity is 6. As for the HOMO-LUMO gap (spin up / spin down): 5.97 / 7.56 eV. As for the HOMO energy (spin up / spin down): -0.289 / -0.383 hartree. The calculation puts the energy above the lowest of the compared OMol25 structures with the same formula, charge and spin at 17.2 kJ/mol. The net charge is +1.

The geometry in XYZ format:
```
100
C32H57BrGeN4ORuS2Si | the OMol25 dataset | ωB97M-V/def2-TZVPD
Ru -0.128 -0.320 -0.479
C -3.085 1.727 2.351
C -2.141 1.369 1.238
N -0.858 0.963 1.390
N -0.356 1.052 2.659
C 0.906 0.887 2.980
N 1.242 1.054 4.304
S 2.251 0.501 1.988
C -2.586 1.488 -0.100
C -3.870 1.976 -0.448
C -4.200 2.155 -1.762
C -3.263 1.847 -2.762
C -2.052 1.338 -2.362
N -1.704 1.141 -1.087
H -2.745 1.465 3.352
H -4.032 1.200 2.226
H -3.308 2.796 2.365
H -1.000 1.261 3.419
H 0.766 1.787 4.810
H 2.230 1.018 4.503
H -4.580 2.225 0.323
H -5.175 2.537 -2.026
H -3.477 1.993 -3.809
H -1.297 1.056 -3.086
C 4.689 -1.276 1.145
Ge 3.386 -1.053 -0.300
C 4.225 -0.114 -1.790
C 2.913 -2.867 -0.863
C 1.868 0.093 0.296
H 5.518 -1.868 0.758
H 4.254 -1.805 1.990
H 5.087 -0.329 1.503
H 5.071 -0.682 -2.168
H 4.580 0.865 -1.473
H 3.512 0.026 -2.603
H 3.569 -3.574 -0.359
H 3.073 -2.963 -1.931
H 1.877 -3.134 -0.652
H 1.986 1.036 -0.271
C 1.135 -2.638 5.975
C 0.649 -2.703 4.558
C -0.612 -2.226 4.210
C -1.068 -2.287 2.904
C -0.246 -2.845 1.939
C 1.021 -3.314 2.250
C 1.458 -3.243 3.562
S -0.826 -3.042 0.274
C -1.884 -4.461 0.536
O -1.782 -1.887 -0.027
H 0.413 -2.145 6.620
H 2.077 -2.094 6.039
H 1.312 -3.639 6.368
H -1.247 -1.804 4.979
H -2.042 -1.908 2.627
H 1.657 -3.728 1.481
H 2.443 -3.610 3.816
H -2.633 -4.192 1.278
H -1.264 -5.281 0.887
H -2.349 -4.714 -0.412
C -0.806 1.130 -6.016
C 0.473 0.282 -6.058
C 1.557 1.114 -5.356
C 0.854 0.136 -7.544
Si 0.267 -1.468 -5.289
Br 0.593 -1.116 -2.977
C -1.497 -2.201 -5.403
C -2.522 -1.411 -4.577
C -1.949 -2.199 -6.876
C -1.555 -3.649 -4.905
C 1.704 -2.694 -5.680
C 1.814 -3.868 -4.694
C 1.524 -3.320 -7.075
C 3.057 -1.969 -5.643
H -0.581 2.104 -6.456
H -1.155 1.311 -5.003
H -1.624 0.701 -6.588
H 1.687 2.047 -5.908
H 2.523 0.622 -5.312
H 1.268 1.372 -4.338
H 0.859 1.129 -7.999
H 0.141 -0.469 -8.103
H 1.844 -0.287 -7.686
H -2.640 -0.384 -4.910
H -2.275 -1.402 -3.517
H -3.494 -1.897 -4.682
H -2.026 -1.199 -7.292
H -2.942 -2.650 -6.940
H -1.291 -2.780 -7.518
H -1.139 -3.764 -3.905
H -1.043 -4.335 -5.574
H -2.602 -3.959 -4.866
H 1.020 -4.594 -4.815
H 1.828 -3.554 -3.657
H 2.754 -4.388 -4.893
H 0.631 -3.939 -7.130
H 2.375 -3.976 -7.275
H 1.484 -2.591 -7.880
H 3.250 -1.509 -4.675
H 3.153 -1.206 -6.409
H 3.848 -2.702 -5.819
```

DFT (ωB97M-V/def2-TZVPD) results for a molecular structure, C32H57CrN6O2Si4Te.

Its spin multiplicity is 5. As for the HOMO-LUMO gap (spin up / spin down): 6.96 / 5.91 eV. As for the HOMO energy (spin up / spin down): -0.339 / -0.347 hartree. The calculation puts the energy above the lowest of the compared OMol25 structures with the same formula, charge and spin at 0.0 kJ/mol. The net charge is +1.

The geometry in XYZ format:
```
103
C32H57CrN6O2Si4Te | the OMol25 dataset | ωB97M-V/def2-TZVPD
Cr -1.042 -0.016 -1.042
C -1.220 2.610 -2.658
C -2.380 1.713 -3.003
N -2.830 0.992 -1.782
C -3.817 -0.034 -2.178
C -3.067 -1.156 -2.837
C -3.673 -2.083 -3.602
C -2.886 -3.234 -3.966
C -1.644 -3.415 -3.502
C -0.987 -2.408 -2.599
C 1.468 -1.646 -1.993
N 1.047 -0.505 -1.125
C 1.784 0.759 -1.372
C 1.075 1.623 -2.380
N -0.270 1.854 -1.810
N -1.753 -1.189 -2.474
H -1.563 3.482 -2.101
H -0.734 2.965 -3.567
H -2.063 0.957 -3.721
H -3.201 2.285 -3.438
H -3.253 1.651 -1.136
H -4.589 0.378 -2.828
H -4.294 -0.410 -1.273
H -4.715 -1.990 -3.875
H -3.326 -3.996 -4.599
H -1.097 -4.317 -3.740
H 2.469 -1.448 -2.383
H 1.546 -2.517 -1.347
H 1.277 -0.782 -0.176
H 2.818 0.564 -1.663
H 1.793 1.278 -0.420
H 0.964 1.105 -3.330
H 1.617 2.559 -2.526
H -0.151 2.373 -0.945
O 0.695 -6.534 -0.056
C -0.257 -6.050 0.875
C -0.586 -4.632 0.502
C -0.957 -3.699 1.461
C -1.223 -2.402 1.072
N -1.156 -2.004 -0.207
C -0.867 -2.925 -1.151
C -0.558 -4.229 -0.825
C 0.562 -2.037 -3.164
C 1.151 -3.261 -3.767
C 1.095 -3.480 -5.102
C 1.580 -4.760 -5.741
O 2.178 -5.666 -4.838
C 0.572 -2.450 -5.914
C 0.304 -1.183 -5.326
N 0.364 -0.929 -4.060
H 0.866 -7.464 0.123
H 0.119 -6.080 1.900
H -1.179 -6.640 0.840
H -1.030 -3.966 2.507
H -1.477 -1.639 1.796
H -0.302 -4.939 -1.602
H 1.557 -4.025 -3.109
H 2.251 -4.516 -6.570
H 0.724 -5.282 -6.170
H 3.016 -5.301 -4.536
H 0.466 -2.584 -6.984
H 0.069 -0.342 -5.975
C -2.663 4.020 3.401
Si -0.832 4.345 3.297
C -0.252 5.136 4.888
C -0.485 5.492 1.860
Si 0.328 2.343 2.936
Te -1.221 1.133 1.327
Si 0.237 0.879 4.758
C 1.182 1.562 6.221
C 0.967 -0.770 4.266
C -1.551 0.642 5.235
Si 2.541 2.742 2.295
C 2.746 3.830 0.783
C 3.307 3.681 3.720
C 3.504 1.149 2.073
H -3.196 4.960 3.580
H -2.900 3.333 4.220
H -3.038 3.575 2.476
H -0.753 6.098 5.038
H 0.827 5.314 4.885
H -0.484 4.501 5.749
H -1.177 6.340 1.868
H -0.600 4.970 0.904
H 0.532 5.890 1.912
H 2.258 1.590 6.029
H 1.016 0.929 7.100
H 0.858 2.576 6.472
H 2.047 -0.699 4.108
H 0.512 -1.141 3.341
H 0.791 -1.507 5.056
H -1.974 1.565 5.647
H -1.633 -0.136 6.001
H -2.158 0.349 4.374
H 2.231 4.784 0.920
H 2.379 3.393 -0.147
H 3.813 4.043 0.650
H 2.824 4.655 3.848
H 4.372 3.858 3.535
H 3.214 3.138 4.664
H 3.059 0.468 1.347
H 3.568 0.609 3.022
H 4.526 1.373 1.748
```